No. 1
C30H40F3IrN3P2S | ωB97M-V with the def2-TZVPD basis set

Last column: Löwdin charge in e.
Cartesian coordinates (Å):
Ir (-0.344, 0.520, -0.094)  0.779
C (1.859, 0.690, 2.692)  -0.250
P (0.113, 0.183, 2.498)  1.010
C (0.295, -1.628, 2.362)  -0.446
N (1.251, -2.175, 3.055)  0.142
C (1.434, -3.505, 3.013)  -0.191
C (2.513, -4.101, 3.690)  0.003
C (2.666, -5.461, 3.654)  -0.048
C (1.745, -6.266, 2.961)  -0.051
C (0.690, -5.714, 2.282)  0.003
C (0.525, -4.316, 2.263)  -0.190
N (-0.415, -3.719, 1.508)  0.140
C (-0.536, -2.418, 1.517)  -0.388
P (-1.447, -1.630, 0.127)  0.937
C (-1.324, -2.996, -1.082)  -0.206
C (-3.312, -1.440, 0.423)  -0.687
C (-3.886, -0.948, -0.906)  -0.093
C (-3.932, -2.759, 0.872)  -0.068
C (-3.544, -0.338, 1.452)  -0.103
C (-0.557, 0.291, 4.297)  -0.664
C (0.588, 0.296, 5.306)  -0.085
C (-1.460, -0.897, 4.620)  -0.078
C (-1.331, 1.605, 4.356)  -0.093
H (2.401, -0.065, 3.258)  0.050
H (1.903, 1.658, 3.191)  0.056
H (2.296, 0.795, 1.701)  -0.039
H (3.200, -3.465, 4.227)  0.119
H (3.496, -5.924, 4.168)  0.115
H (1.886, -7.335, 2.966)  0.113
H (-0.023, -6.331, 1.761)  0.117
H (-1.755, -3.892, -0.637)  0.050
H (-0.269, -3.179, -1.293)  0.058
H (-1.833, -2.741, -2.009)  0.048
H (-3.895, -1.729, -1.660)  0.075
H (-3.304, -0.095, -1.268)  0.065
H (-4.912, -0.610, -0.763)  0.097
H (-4.014, -3.459, 0.044)  0.081
H (-4.937, -2.587, 1.253)  0.096
H (-3.340, -3.220, 1.660)  0.078
H (-3.037, 0.584, 1.149)  0.038
H (-3.178, -0.630, 2.432)  0.044
H (-4.611, -0.136, 1.537)  0.098
H (1.175, -0.618, 5.228)  0.077
H (0.163, 0.340, 6.307)  0.100
H (1.235, 1.157, 5.188)  0.076
H (-0.886, -1.821, 4.683)  0.082
H (-2.249, -1.033, 3.885)  0.050
H (-1.933, -0.733, 5.586)  0.101
H (-0.713, 2.429, 4.003)  0.082
H (-1.624, 1.818, 5.381)  0.093
H (-2.226, 1.560, 3.740)  0.074
F (4.534, 0.658, -4.069)  0.154
C (3.910, -0.279, -3.339)  -0.605
F (4.291, -1.467, -3.848)  0.148
F (4.420, -0.213, -2.109)  0.110
C (2.413, -0.123, -3.416)  -0.105
C (1.853, -0.084, -4.685)  0.025
C (0.480, 0.060, -4.821)  -0.028
C (-0.292, 0.146, -3.676)  -0.112
N (0.232, 0.096, -2.464)  -0.059
C (1.562, -0.013, -2.306)  -0.674
S (2.035, 0.027, -0.652)  0.678
H (2.486, -0.155, -5.558)  0.138
H (0.028, 0.096, -5.796)  0.112
H (-1.365, 0.261, -3.727)  0.120
C (-2.149, 5.641, -0.751)  -0.040
C (-2.883, 4.457, -0.109)  -0.638
C (-3.191, 4.754, 1.366)  -0.047
C (-4.190, 4.164, -0.859)  -0.042
C (-2.035, 3.281, -0.163)  -0.148
C (-1.339, 2.276, -0.173)  -0.231
H (-2.775, 6.530, -0.707)  0.089
H (-1.918, 5.432, -1.794)  0.089
H (-1.219, 5.847, -0.225)  0.089
H (-3.815, 5.642, 1.434)  0.088
H (-2.274, 4.926, 1.923)  0.085
H (-3.723, 3.919, 1.818)  0.080
H (-4.834, 5.041, -0.819)  0.090
H (-4.713, 3.328, -0.400)  0.081
H (-3.993, 3.923, -1.901)  0.087

Forces on atoms 1 to 3 (eV/Å):
0.732 -1.512 0.058
-0.237 0.301 -0.297
0.633 -0.339 -1.306

Summary:
total energy = -2816.01614 hartree
LUMO level = -4.41 eV
net charge = +1
frontier orbital gap = 6.10 eV
HOMO level = -10.51 eV



No. 2
C30H40F5N3O7P | ωB97M-V with the def2-TZVPD basis set

Last column: Löwdin charge in e.
Cartesian coordinates (Å):
C (2.344, 0.604, 4.232)  -0.074
C (3.314, 1.190, 3.194)  -0.127
C (4.157, 0.206, 2.412)  -0.466
O (5.092, 0.532, 1.745)  0.140
O (3.824, -1.133, 2.497)  -0.021
C (2.667, -1.481, 1.753)  -0.143
C (3.051, -1.656, 0.258)  -0.036
C (2.173, -0.862, -0.665)  -0.077
C (0.818, -1.176, -0.775)  -0.161
O (0.358, -2.239, -0.054)  0.096
C (-0.008, -0.452, -1.619)  0.071
C (-1.483, -0.798, -1.644)  -0.455
O (-2.304, 0.037, -1.385)  0.178
O (-1.719, -2.060, -1.955)  0.052
C (-3.047, -2.541, -1.656)  -0.121
C (-3.407, -2.475, -0.179)  -0.136
C (-4.328, -3.639, 0.232)  -0.167
O (-5.383, -3.230, 1.096)  -0.030
C (-5.127, -3.367, 2.444)  -0.528
C (-4.169, -2.358, 3.020)  0.004
O (-5.674, -4.214, 3.078)  0.145
C (0.521, 0.617, -2.355)  -0.012
C (-0.394, 1.362, -3.336)  -0.382
F (-1.308, 0.484, -3.809)  0.143
F (0.279, 1.788, -4.420)  0.104
C (-1.123, 2.599, -2.678)  -0.547
F (-0.612, 3.729, -3.162)  0.166
F (-2.421, 2.565, -2.938)  0.199
F (-0.935, 2.596, -1.351)  0.160
C (1.849, 0.983, -2.181)  -0.204
P (2.551, 2.566, -2.877)  1.084
C (3.114, 3.558, -1.419)  -0.369
C (2.779, 3.060, -0.005)  -0.154
C (4.019, 2.099, -3.879)  -0.410
C (4.412, 3.312, -4.739)  -0.151
N (2.626, 0.182, -1.383)  -0.002
N (3.989, 0.540, -1.243)  0.134
C (4.814, -0.189, -1.895)  -0.380
C (4.473, -1.324, -2.815)  0.011
C (6.263, 0.126, -1.678)  -0.004
H (1.352, 0.445, 3.809)  0.070
H (2.263, 1.256, 5.099)  0.081
H (2.699, -0.364, 4.589)  0.083
H (4.021, 1.877, 3.658)  0.132
H (2.756, 1.756, 2.441)  0.101
H (1.887, -0.718, 1.867)  0.122
H (2.302, -2.419, 2.165)  0.141
H (4.092, -1.363, 0.173)  0.111
H (2.949, -2.704, -0.037)  0.144
H (0.122, -1.958, 0.840)  0.132
H (-3.058, -3.572, -2.007)  0.135
H (-3.782, -1.994, -2.250)  0.144
H (-3.920, -1.544, 0.064)  0.123
H (-2.496, -2.504, 0.428)  0.106
H (-4.806, -4.069, -0.650)  0.130
H (-3.750, -4.439, 0.705)  0.139
H (-3.150, -2.652, 2.750)  0.080
H (-4.249, -2.352, 4.103)  0.090
H (-4.394, -1.367, 2.627)  0.075
H (4.185, 3.765, -1.508)  0.084
H (2.610, 4.516, -1.565)  0.070
H (2.754, 3.892, 0.699)  0.083
H (3.539, 2.364, 0.349)  0.037
H (1.823, 2.528, 0.029)  0.062
H (3.732, 1.251, -4.507)  0.084
H (4.871, 1.828, -3.254)  0.050
H (5.029, 2.998, -5.582)  0.076
H (3.539, 3.843, -5.121)  0.065
H (5.009, 4.019, -4.158)  0.073
H (3.457, -1.268, -3.205)  0.088
H (5.161, -1.298, -3.662)  0.102
H (4.618, -2.270, -2.288)  0.105
H (6.749, -0.782, -1.307)  0.105
H (6.381, 0.903, -0.926)  0.092
H (6.753, 0.392, -2.615)  0.096
N (-6.373, -0.126, 3.897)  0.049
C (-6.764, 1.102, 3.556)  -0.155
C (-8.088, 1.456, 3.350)  -0.072
C (-9.063, 0.483, 3.502)  -0.073
C (-8.673, -0.798, 3.856)  -0.060
C (-7.323, -1.050, 4.042)  -0.146
H (-5.975, 1.837, 3.446)  0.101
H (-8.346, 2.470, 3.077)  0.102
H (-10.107, 0.720, 3.349)  0.108
H (-9.398, -1.590, 3.986)  0.106
H (-6.984, -2.042, 4.323)  0.100

Forces on atoms 1 to 3 (eV/Å):
0.288 -0.289 -0.100
-0.362 -0.299 0.111
0.038 0.056 0.025

Summary:
total energy = -2698.51130 hartree
LUMO level = -4.19 eV
net charge = +1
frontier orbital gap = 6.94 eV
HOMO level = -11.12 eV



Q: Look up the LUMO level of the second one.
A: -4.19 eV